# 1
C18H39NOPd | ωB97M-V with the def2-TZVPD basis set

Properties
multiplicity = 1
Kohn-Sham gap = 1.611 eV
charge = +2
HOMO = -14.4 eV
electronic energy = -966.186369 Ha

The geometry in XYZ format:
```
60
C18H39NOPd | the OMol25 dataset | ωB97M-V with the def2-TZVPD basis set
C 2.4050 4.2755 0.7437
C 1.7295 3.1650 -0.1418
C 2.7920 2.3404 -0.9481
C 2.2841 0.9383 -1.4297
C 3.4860 -0.0321 -1.6441
C 4.0970 -0.5493 -0.2814
C 3.0195 -1.1861 0.6668
C 2.4174 -2.4383 -0.0718
C 1.8216 -3.4708 0.9317
C 0.4484 -3.0659 1.5738
C -0.3518 -1.9817 0.7914
C -0.9875 -2.5417 -0.5471
C -2.5028 -2.8623 -0.3975
C -3.4757 -1.6183 -0.3558
C -2.8110 -0.2588 -0.7370
C -3.8153 0.8999 -0.1735
C -4.3766 1.8101 -1.3539
N -4.8959 3.0719 -0.8188
O -3.1268 1.6498 0.7865
C -3.0122 0.9757 2.0364
H 2.3006 3.9843 1.8145
H 1.9331 5.2515 0.5149
H 3.5058 4.3957 0.4580
H 1.1175 2.4578 0.4488
H 1.0859 3.7059 -0.8669
H 3.7059 2.1858 -0.3293
H 3.0115 2.9202 -1.8696
H 1.5119 0.4864 -0.7760
H 1.8219 1.0954 -2.4315
H 3.1847 -0.9461 -2.2014
H 4.2684 0.4513 -2.2664
H 4.8542 -1.3093 -0.5746
H 4.6635 0.2756 0.2169
H 3.5806 -1.5822 1.5403
H 2.2523 -0.4551 0.9885
H 1.7282 -2.1536 -0.8929
H 3.2829 -2.9341 -0.5696
H 1.7172 -4.4880 0.4948
H 2.5652 -3.5721 1.7545
H -0.2063 -3.9701 1.6044
H 0.5372 -2.7191 2.6238
H 0.2373 -1.0568 0.5880
H -1.1922 -1.6609 1.4556
H -0.7821 -1.8702 -1.4033
H -0.4539 -3.4929 -0.7631
H -2.6327 -3.3959 0.5713
H -2.8173 -3.5621 -1.1964
H -4.2748 -1.8023 -1.1102
H -4.0102 -1.6041 0.6177
H -2.7707 -0.1303 -1.8361
H -1.8400 -0.0579 -0.2528
H -4.6982 0.4261 0.3178
H -3.5406 2.0600 -2.0363
H -5.1498 1.2437 -1.9090
H -4.1038 3.7114 -0.8014
H -5.2437 2.9623 0.1320
H -3.0749 -0.1278 1.9681
H -3.8104 1.2975 2.7467
H -2.0195 1.2140 2.4718
Pd 4.6101 3.6451 2.1282
```

# 2
C18H40BO16PS5 | ωB97M-V with the def2-TZVPD basis set

Properties
multiplicity = 1
Kohn-Sham gap = 9.721 eV
HOMO = -9.6 eV
electronic energy = -4270.959808 Ha

The geometry in XYZ format:
```
81
C18H40BO16PS5 | the OMol25 dataset | ωB97M-V with the def2-TZVPD basis set
O 3.7987 -1.5941 -2.2497
S 3.4904 -0.2284 -2.0520
O 3.8413 0.4739 -3.5288
C 5.1665 1.0766 -3.4319
B 5.0613 2.6240 -3.0778
O 4.8346 3.0088 -1.7756
O 5.1935 3.5908 -4.0332
O 1.8550 -0.1508 -2.0439
C 1.4270 1.1897 -1.8120
P -0.0580 1.5511 -2.7788
O -1.1765 0.6801 -2.5311
O 0.4006 1.4772 -4.2853
O -0.3214 3.0754 -2.5418
H 5.6449 0.9211 -4.3863
H 5.7394 0.5581 -2.6700
H 5.6473 3.0950 -1.2547
H 4.3849 4.1287 -4.0641
H 2.1919 1.8953 -2.1239
H 1.2671 1.3522 -0.7529
H 1.1677 2.0735 -4.3872
H -0.7367 3.2277 -1.6754
C -4.1593 5.9511 -0.9199
C -4.1348 6.5411 0.4976
C -2.7351 6.2883 1.0752
S -1.6200 6.2285 -0.3327
O -1.0771 4.8934 -0.4339
O -0.7579 7.3774 -0.3212
C -2.8741 6.4259 -1.5917
H -5.0388 6.2686 -1.4765
H -4.1705 4.8603 -0.8671
H -4.3247 7.6145 0.4490
H -4.9034 6.1020 1.1308
H -2.4110 7.0820 1.7424
H -2.6755 5.3291 1.5857
H -2.5989 5.8467 -2.4702
H -2.9219 7.4851 -1.8403
C 3.5382 -4.0611 2.2826
C 2.6350 -4.0221 1.0425
C 1.9859 -2.6310 0.9909
S 3.1285 -1.5192 1.8048
O 2.5192 -1.0051 3.0109
O 3.6825 -0.6166 0.8232
C 4.3357 -2.7592 2.2551
H 4.1948 -4.9291 2.2777
H 2.9278 -4.1057 3.1870
H 3.2396 -4.1790 0.1475
H 1.8808 -4.8070 1.0686
H 1.8238 -2.2878 -0.0277
H 1.0540 -2.5983 1.5408
H 4.7841 -2.4966 3.2105
H 5.0959 -2.7761 1.4749
C -3.0141 1.2526 1.8886
C -1.5603 1.6976 2.1054
C -0.7602 0.4628 2.5440
S -1.6000 -0.9515 1.8220
O -2.1359 -1.7707 2.8819
O -0.7824 -1.5298 0.7839
C -2.9378 -0.0325 1.0700
H -3.5999 2.0147 1.3764
H -3.4883 1.0536 2.8521
H -1.1563 2.0852 1.1679
H -1.4864 2.4920 2.8462
H 0.2658 0.4829 2.1866
H -0.7688 0.3340 3.6238
H -3.8472 -0.6276 1.1021
H -2.6560 0.1701 0.0357
C -3.0752 -6.4722 1.0829
C -2.8142 -5.0395 0.5966
C -1.2952 -4.8568 0.5090
S -0.6091 -6.4851 0.1913
O 0.1880 -6.8799 1.3279
O -0.0754 -6.5392 -1.1447
C -2.1649 -7.3695 0.2488
H -4.1212 -6.7539 0.9731
H -2.8123 -6.5569 2.1392
H -3.2590 -4.9021 -0.3909
H -3.2566 -4.2995 1.2618
H -1.0083 -4.1878 -0.2977
H -0.8801 -4.5002 1.4498
H -2.0049 -8.3542 0.6808
H -2.5263 -7.4628 -0.7745
```

# 3
C18H40CuP2Si | ωB97M-V with the def2-TZVPD basis set

Properties
multiplicity = 2
Kohn-Sham gap (spin up / spin down) = 4.898 / 7.629 eV
expectation value of S² = 0.752
HOMO (spin up / spin down) = -4.2 / -7.1 eV
electronic energy = -3322.396786 Ha

The geometry in XYZ format:
```
62
C18H40CuP2Si | the OMol25 dataset | ωB97M-V with the def2-TZVPD basis set
P 1.6237 -1.8075 -2.3834
P -0.6785 -3.6670 -2.8082
C 1.6450 -2.6616 -4.0140
C 0.2102 -3.1492 -4.3421
H 2.3326 -3.5158 -3.8851
H 2.0355 -1.9778 -4.7833
H -0.3876 -2.3313 -4.7675
H 0.1911 -3.9879 -5.0516
C -0.4319 -5.4483 -2.7530
H -1.1671 -5.8866 -2.0654
H 0.5720 -5.6948 -2.3784
H -0.5563 -5.8228 -3.7751
C -2.4564 -3.3927 -3.0034
H -2.9694 -4.2896 -3.3678
H -2.6406 -2.5349 -3.6585
H -2.8190 -3.1392 -1.9994
C 3.2694 -1.6289 -1.6832
H 3.2000 -0.8650 -0.8971
H 4.0245 -1.3246 -2.4192
H 3.5518 -2.5812 -1.2204
C 1.2149 -0.1163 -2.9128
H 0.1559 -0.0837 -3.1971
H 1.8317 0.2368 -3.7463
H 1.3502 0.5302 -2.0306
Cu 0.0684 -2.5709 -1.3114
C 0.4374 2.3695 0.1761
C 1.2092 1.4063 0.6882
C 2.3975 1.5422 1.5633
C 2.3042 2.6239 2.6760
C 3.1258 3.8547 2.3993
C 3.1374 4.5115 1.2331
C 2.2795 4.2049 0.0413
C 0.7877 3.8297 0.3183
C -1.6558 1.6285 3.2422
H -0.4965 2.1548 -0.3646
H 0.9401 0.3765 0.4417
H 3.3169 1.6866 0.9726
H 2.5428 0.5753 2.0681
H 1.2505 2.8911 2.8612
H 2.6700 2.1701 3.6148
H 3.7401 4.1958 3.2423
H 3.8330 5.3419 1.0692
H 2.7404 3.4293 -0.5837
H 2.2751 5.0986 -0.6007
H 0.4968 4.1944 1.3161
H 0.1623 4.3966 -0.3923
H -1.5405 2.2555 2.3491
H -0.7012 1.1210 3.4257
H -1.8541 2.2928 4.0923
C -3.3900 -0.4650 4.6770
Si -3.0703 0.4097 3.0442
C -2.6489 -0.8979 1.7509
C -4.6113 1.3462 2.4944
H -3.0143 -1.4983 4.6518
H -4.4663 -0.5050 4.8970
H -2.8885 0.0615 5.5016
H -3.5092 -1.5679 1.5819
H -2.3905 -0.4346 0.7882
H -1.7869 -1.5077 2.0701
H -5.5016 0.9750 3.0175
H -4.5086 2.4172 2.7140
H -4.7820 1.2261 1.4164
```

# 4
C18H40N3O14P3 | ωB97M-V with the def2-TZVPD basis set

Properties
multiplicity = 1
Kohn-Sham gap = 7.758 eV
SMILES = NC(N)(N)CC1=C(P(=O)(O)O)C(=O)OC1=O.CCOP(=O)(OCC)OCC.CCOP(=O)(OCC)OCC
HOMO = -9.2 eV
electronic energy = -2951.733107 Ha

The geometry in XYZ format:
```
78
C18H40N3O14P3 | the OMol25 dataset | ωB97M-V with the def2-TZVPD basis set
N 4.0781 4.8678 -1.0890
C 3.0709 4.0258 -0.5042
N 2.3051 3.4608 -1.6205
N 3.6425 2.9325 0.2333
C 2.0155 4.8710 0.3562
C 2.3033 5.2733 1.7555
C 3.0582 6.2716 2.2698
P 4.2414 7.3224 1.4096
O 3.9323 7.6870 0.0363
O 5.5740 6.4093 1.4845
O 4.5709 8.5387 2.3722
C 2.6265 6.4039 3.6938
O 2.4062 7.4570 4.2063
O 2.0188 5.2396 4.1399
C 1.8470 4.5168 2.9682
O 1.8857 3.3321 2.9918
H 4.7956 5.1285 -0.4303
H 3.6751 5.6739 -1.5427
H 1.5599 2.8716 -1.2567
H 1.8004 4.2166 -2.0758
H 3.0601 2.1105 0.2047
H 3.9097 3.1856 1.1720
H 1.0618 4.3387 0.3758
H 1.8331 5.8031 -0.1860
H 5.4051 5.5890 1.9647
H 4.5095 8.2417 3.2942
O 0.9445 -0.4641 2.8311
P 0.1008 -1.3322 3.6750
O -1.3975 -1.2888 3.0645
C -1.6103 -1.2735 1.6534
C -1.5183 -2.6764 1.0797
O -0.1088 -0.4085 5.0135
C 0.9432 0.4502 5.4653
C 0.5741 1.8960 5.2201
O 0.0163 -2.6997 4.4820
C -1.1640 -3.0277 5.2421
C -1.8780 -4.2265 4.6210
H -0.9166 -0.5982 1.1505
H -2.6130 -0.8766 1.4896
H -0.5472 -3.1277 1.2979
H -1.6612 -2.6608 -0.0021
H -2.2828 -3.3196 1.5171
H 1.8853 0.2074 4.9730
H 1.0723 0.2695 6.5347
H 0.3581 2.0634 4.1702
H 1.3814 2.5625 5.5230
H -0.3269 2.1577 5.7796
H -1.8303 -2.1755 5.3266
H -0.8197 -3.2690 6.2463
H -1.4940 -4.4480 3.6284
H -2.9506 -4.0463 4.5514
H -1.7420 -5.1171 5.2351
O -1.8965 -3.6453 -2.8601
P -2.5573 -3.9767 -4.1395
O -1.4808 -3.5703 -5.2851
C -0.0932 -3.8535 -5.1213
C 0.2303 -5.2921 -5.4748
O -3.5786 -2.6974 -4.2275
C -4.2454 -2.2848 -3.0214
C -3.6261 -1.0494 -2.4125
O -3.4750 -4.9431 -5.0026
C -3.8332 -4.5950 -6.3570
C -3.1867 -5.5663 -7.3417
H 0.2379 -3.6202 -4.1084
H 0.4402 -3.1796 -5.7925
H -0.3508 -5.9861 -4.8620
H 1.2905 -5.4952 -5.3217
H -0.0112 -5.4954 -6.5187
H -4.2257 -3.0768 -2.2709
H -5.2860 -2.1174 -3.3037
H -2.5704 -1.2273 -2.2073
H -4.1306 -0.7914 -1.4797
H -3.6779 -0.1965 -3.0909
H -3.5658 -3.5686 -6.5860
H -4.9182 -4.6655 -6.4103
H -2.4236 -6.1725 -6.8599
H -2.7355 -5.0301 -8.1761
H -3.9315 -6.2432 -7.7609
```